This record from OMol25 describes a molecular structure, C23H12N5O5W at a distorted geometry. The level of theory is ωB97M-V with the def2-TZVPD basis set.

Values from the calculation:
largest force on an atom: 2.27 eV/Å
HOMO-LUMO gap: 4.507 eV
total charge: +3
HOMO energy: -18.045 eV
energy above the lowest of the compared OMol25 structures with the same formula, charge and spin: 0.0 kcal per mole

CARTESIAN COORDINATES (ANGSTROEM)
W 0.002529 -0.761332 0.022337
C -3.919289 -2.226721 -0.884517
C -4.754299 -1.112570 -0.803740
C -4.188852 0.138013 -0.656396
C -2.817448 0.305252 -0.569779
N -1.981497 -0.813054 -0.556227
C -2.576148 -2.054881 -0.759634
N -2.368053 1.594031 -0.530230
C -1.186242 1.999920 -0.470633
N 0.005271 1.109956 -0.333233
C 1.192329 2.002169 -0.470210
N 2.374485 1.597782 -0.531413
C 2.823687 0.308531 -0.573973
C 4.195311 0.144155 -0.663474
C 4.763027 -1.104853 -0.814006
C 3.929321 -2.219547 -0.894784
C 2.585909 -2.049960 -0.766416
N 1.989021 -0.810443 -0.560348
C 0.696040 3.361194 -0.505948
C 1.426104 4.534754 -0.553738
C 0.698067 5.719321 -0.602085
C -0.700972 5.717636 -0.602253
C -1.425817 4.531378 -0.554023
C -0.692481 3.359400 -0.506214
H -4.306678 -3.222659 -1.052567
H -5.828961 -1.220894 -0.888117
H -4.788054 1.037886 -0.633107
H -1.909617 -2.893247 -0.844938
H 4.792557 1.045292 -0.639692
H 5.837684 -1.211289 -0.900448
H 4.317552 -3.214866 -1.064366
H 1.921739 -2.890119 -0.850052
H 2.507679 4.533266 -0.557825
H 1.225342 6.663360 -0.642783
H -1.230595 6.660358 -0.643131
H -2.507366 4.526988 -0.558445
O -0.009088 -5.181720 4.069692
C -0.007575 -4.315104 3.270918
C -0.028247 -4.486957 1.718550
O -0.025638 -5.462043 1.048193
C -0.008860 -3.064440 1.213190
C -0.006920 -2.164814 2.191755
O 0.014520 -0.788983 1.857939
C -0.023477 -2.779273 3.575774
O -0.017073 -2.201146 4.604878
O 0.011055 -2.639727 -0.134471

Forces on the atoms, in the same order (eV/Å):
W 0.0 2.1 -0.9
C 0.0 0.0 0.0
C -0.1 0.0 0.0
C -0.1 0.1 0.0
C 0.0 0.0 0.0
N 0.3 -0.2 -0.2
C -0.1 0.2 0.0
N -0.2 -0.4 0.0
C 0.5 0.3 0.0
N 0.0 -0.6 0.3
C -0.5 0.3 0.0
N 0.2 -0.4 0.0
C 0.0 0.1 0.0
C 0.1 0.1 0.0
C 0.1 0.0 0.0
C 0.0 0.0 0.0
C 0.1 0.2 0.0
N -0.3 -0.1 -0.2
C 0.4 -0.2 0.0
C 0.0 0.1 0.0
C 0.0 0.0 0.0
C 0.0 0.0 0.0
C 0.0 0.1 0.0
C -0.4 -0.2 0.0
H 0.0 0.0 0.0
H 0.0 0.0 0.0
H 0.0 0.0 0.0
H 0.0 -0.1 0.0
H 0.0 0.0 0.0
H 0.0 0.0 0.0
H 0.0 0.0 0.0
H 0.0 -0.1 0.0
H 0.0 0.0 0.0
H 0.0 0.0 0.0
H 0.0 0.0 0.0
H 0.0 0.0 0.0
O 0.1 0.0 0.0
C -0.2 -0.1 0.1
C 0.2 0.1 -0.1
O -0.1 -0.1 0.1
C -0.1 -0.6 -0.6
C -0.1 0.3 0.6
O 0.0 -0.7 0.0
C 0.2 0.0 -0.1
O -0.1 0.0 0.1
O 0.0 -0.4 1.1